The following is a quantum chemistry calculation of one molecule with the formula C12H22Cl2NO, from OMol25.

The value obtained for the electronic energy is -1520.7613 hartree. The calculation puts the HOMO energy (spin up / spin down) at -0.317 / -0.363 Eh. The calculation puts the orbital gap (spin up / spin down) at 9.28 / 9.92 eV. The molar mass is 267.2 g mol⁻¹.

Geometry as ORCA input:
```
! wB97M-V def2-TZVPD RIJCOSX def2/J DEFGRID3
* xyz 0 2
C 0.9942 -1.3357 2.2478
C 0.4077 -2.2865 1.2105
Cl 0.7927 -3.9896 1.7414
C 0.9507 -2.1578 -0.2156
C 0.2348 -1.1919 -1.2011
Cl 0.2279 -2.0855 -2.8036
C 0.9850 0.0999 -1.4950
C 0.9067 1.1990 -0.4271
C 2.1691 1.1716 0.4673
C 0.8597 2.5631 -1.1122
N -0.2695 0.9999 0.4664
O -0.4798 1.9857 1.2441
C -1.5167 0.3925 -0.0706
C -2.3895 0.0358 1.1393
C -2.2934 1.3882 -0.9329
C -1.2292 -0.8927 -0.8866
H 1.0033 -1.8301 3.2164
H 0.3909 -0.4375 2.3535
H 2.0231 -1.0862 2.0075
H -0.6751 -2.2512 1.2367
H 1.9984 -1.8605 -0.1427
H 0.9543 -3.1415 -0.6676
H 0.5755 0.4880 -2.4288
H 2.0297 -0.1296 -1.7007
H 1.9201 1.4880 1.4751
H 2.6148 0.1809 0.4784
H 2.9163 1.8448 0.0516
H 0.9982 3.3615 -0.3891
H 1.6876 2.5985 -1.8210
H -0.0568 2.7261 -1.6733
H -1.8007 -0.5263 1.8646
H -2.7328 0.9382 1.6351
H -3.2272 -0.5784 0.8213
H -2.4042 2.3449 -0.4295
H -1.8399 1.5281 -1.9130
H -3.2892 0.9772 -1.1000
H -1.6978 -1.7484 -0.4057
H -1.7388 -0.7826 -1.8408
*
```

Quick look at the Mulliken charges, all values in e: number 1, C, carries -1.265; number 2, C, carries 0.688; number 3, Cl, carries -0.210; number 4, C, carries -1.628; number 5, C, carries 1.966; number 6, Cl, carries -0.190; number 7, C, carries -2.489; number 8, C, carries 1.490; number 9, C, carries -1.720; number 10, C, carries -1.784; number 11, N, carries 1.188; number 12, O, carries -0.669; number 13, C, carries 1.921; number 14, C, carries -1.821; number 15, C, carries -2.074; number 16, C, carries -2.711; number 17, H, carries 0.525; number 18, H, carries 0.182; number 19, H, carries 0.269; number 20, H, carries 0.131; number 21, H, carries 0.488; number 22, H, carries 0.681; number 23, H, carries 0.517; number 24, H, carries 0.577; number 25, H, carries 0.300; number 26, H, carries 0.270; number 27, H, carries 0.493; number 28, H, carries 0.383; number 29, H, carries 0.461; number 30, H, carries 0.327; number 31, H, carries 0.367; number 32, H, carries 0.437; number 33, H, carries 0.413; number 34, H, carries 0.373; number 35, H, carries 0.454; number 36, H, carries 0.497; number 37, H, carries 0.422; number 38, H, carries 0.741